The following is a quantum chemistry calculation of the ion C4H14N4 with charge +2 in a non-equilibrium geometry, from the Open Molecules 2025 dataset.

Atoms and positions in Å:
C -0.739 -0.778 -0.266
C -1.584 -1.153 0.895
C 1.270 -1.387 1.407
C 1.517 1.212 -1.160
N -1.192 0.218 -1.076
N 0.801 -0.377 0.475
N -2.120 1.192 -0.623
N 1.688 0.043 -0.364
H -0.253 -1.609 -0.861
H -2.710 -1.175 0.528
H -1.519 -0.484 1.735
H -1.476 -2.243 1.141
H 0.441 -2.075 1.616
H 2.172 -1.664 0.945
H 1.453 -0.724 2.314
H 2.426 1.616 -1.681
H 0.609 1.074 -1.853
H 1.026 1.929 -0.363
H -0.998 0.014 -2.152
H -2.851 1.293 -1.249
H -1.743 1.967 -0.060
H 2.703 -0.360 -0.303

The SMILES is C/[NH+]=[N+](/C)[C@@H](C)NN. For the HOMO-LUMO gap (spin up / spin down), the calculation gives 6.47 / 6.47 eV. Its spin multiplicity is 1. The total energy is -10312.4212 eV. The value obtained for the HOMO energy (spin up / spin down) is -17.939 / -17.938 eV. The value obtained for the energy above the lowest of the compared OMol25 structures with the same formula, charge and spin is 712.7 kJ/mol. As for the charge: +2.

Atom-resolved charges from Löwdin, all expressed in e: C -0.242; C -0.038; C 0.061; C 0.022; N -0.067; N -0.016; N 0.136; N 0.042; H 0.199; H 0.164; H 0.101; H 0.114; H 0.109; H 0.092; H 0.176; H 0.149; H 0.118; H 0.163; H 0.231; H 0.097; H 0.141; H 0.247